13
Properties=species:S:1:pos:R:3:lowdin_charge:R:1 method="wB97M-V/def2-TZVPD" homo_energy_ha=-0.3237 largest_force_ha_per_bohr=0.062 e_above_lowest_kj_mol=275.2 spin_multiplicity=1 homo_lumo_gap_ev=9.786
C 0.4634 -0.1233 -0.2925 -0.396
C 1.9220 -0.1758 0.1518 -0.116
N -0.1025 1.1872 -0.0391 -0.059
C -2.7076 0.5027 -0.1221 -0.027
N -2.8850 -0.6482 -0.0120 0.087
H -0.0392 1.4098 0.9534 0.063
H -2.6411 -1.6206 0.0390 0.082
H -1.1676 1.2772 -0.3076 -0.018
H 0.3992 -0.3101 -1.3697 0.104
H -0.0888 -0.9409 0.2129 0.080
H 2.4923 0.5937 -0.3623 0.069
H 2.3552 -1.1486 -0.0738 0.065
H 1.9997 -0.0032 1.2222 0.065

=====

18
Properties=species:S:1:pos:R:3:lowdin_charge:R:1 method="wB97M-V/def2-TZVPD" homo_energy_ha=-0.2619 largest_force_ha_per_bohr=0.065 e_above_lowest_kj_mol=332.6 spin_multiplicity=1 homo_lumo_gap_ev=7.910
C 1.5720 0.3567 -1.1566 -0.013
C 1.1960 0.1844 0.2835 -0.374
C -0.8659 0.1203 0.3793 -0.397
N -1.4736 1.0644 1.2725 0.052
N -1.2075 -1.4179 -1.3802 0.038
C 0.3092 -0.7125 0.8309 -0.070
C -1.6142 -0.3303 -0.6788 -0.180
O 2.0776 0.8872 1.0833 0.050
H 1.9784 0.6059 2.0003 0.106
H -1.5087 0.7085 2.2219 0.071
H -0.9542 1.9364 1.2807 0.069
H -1.9142 -1.9789 -1.8329 0.084
H -0.3584 -1.8167 -0.8407 0.106
H 0.3589 -0.8766 1.9083 0.087
H -2.6232 0.0433 -0.8243 0.117
H 2.4987 -0.1887 -1.3518 0.098
H 0.7843 0.0043 -1.8168 0.068
H 1.7447 1.4102 -1.3787 0.089

=====

31
Properties=species:S:1:pos:R:3:lowdin_charge:R:1 method="wB97M-V/def2-TZVPD" homo_energy_ha=-0.4553 total_charge=+1 largest_force_ha_per_bohr=0.190 spin_multiplicity=1 homo_lumo_gap_ev=6.573
C -0.4042 -4.5644 -0.4529 -0.126
C 0.1747 -3.0942 -0.5647 -0.256
C -0.6764 -2.2232 -1.6116 -0.196
C -1.4491 -1.0335 -0.8693 -0.217
C -0.9096 0.4037 -1.2425 -0.212
B 0.2946 0.9616 -0.2758 -0.836
S 1.8623 1.2610 -1.3695 0.727
C -0.0423 2.4485 0.3577 -0.229
C -0.1704 2.3970 1.9324 -0.319
C 0.7650 3.4803 2.5249 -0.550
I 2.7017 2.5845 2.9227 0.978
H 0.3198 -5.2364 0.0828 0.069
H -1.3803 -4.6247 0.0930 0.077
H -0.4861 -4.9644 -1.5073 0.079
H 1.2200 -3.1472 -0.9905 0.099
H 0.1367 -2.5455 0.4104 0.086
H -1.4214 -2.9447 -2.0653 0.103
H -0.0501 -1.8470 -2.4699 0.104
H -2.5151 -1.1000 -1.2506 0.108
H -1.5252 -1.2203 0.2398 0.109
H -1.7950 1.1097 -1.1728 0.102
H -0.5426 0.4830 -2.3125 0.088
H 0.6430 0.1993 0.5704 0.071
H 2.2845 2.5722 -1.2327 -0.272
H -0.9928 2.9016 -0.0394 0.122
H 0.8008 3.1931 0.1427 0.024
H -1.2432 2.6109 2.2169 0.135
H 0.0871 1.4087 2.3931 0.091
H 0.3482 3.8374 3.5135 0.079
H 0.8332 4.4031 1.8869 0.082
Pb 3.1322 2.2900 0.1400 0.880

=====

82
Properties=species:S:1:pos:R:3:mulliken_spin:R:1 method="wB97M-V/def2-TZVPD" homo_energy_ha="-0.3735 / -0.3448" total_charge=+1 largest_force_ha_per_bohr=0.082 spin_multiplicity=3 homo_lumo_gap_ev="7.776 / 6.863"
C -1.1629 0.1181 1.3525 -0.037
C -1.6012 0.6332 0.1233 -0.043
C -1.5069 -0.4250 -0.8892 0.169
H -2.1022 1.5873 -0.0409 -0.010
C -0.8590 -1.5655 -0.1924 -0.105
C -0.7317 -1.2289 1.1674 0.045
H -0.4636 -1.9216 1.9672 -0.004
H -1.2700 0.6054 2.3249 -0.006
H -2.3244 -0.5781 -1.6052 -0.025
H -0.6666 -2.5273 -0.6633 0.007
V 0.3362 0.0454 -0.1750 2.105
Si 2.5680 0.3356 -7.6181 0.000
C 1.9785 1.8405 -8.5551 0.000
C 2.6302 2.4968 -9.6211 0.000
H 3.6108 2.1514 -9.9593 0.000
C 2.0169 3.5925 -10.2506 0.000
H 2.5129 4.0932 -11.0832 0.000
C 0.7686 4.0514 -9.8168 0.000
H 0.2945 4.9069 -10.2957 0.000
C 0.1201 3.4055 -8.7590 0.000
H -0.8527 3.7494 -8.4052 0.000
C 0.7187 2.3002 -8.1437 0.000
H 0.1985 1.7878 -7.3261 0.000
C 2.1026 -1.1403 -8.6432 0.000
C 1.0743 -1.0912 -9.6046 0.000
H 0.6598 -0.1297 -9.9218 0.000
C 0.5493 -2.2742 -10.1461 0.000
H -0.3012 -2.2289 -10.8268 0.000
C 1.1065 -3.5108 -9.7989 0.000
H 0.6765 -4.4354 -10.1860 0.000
C 2.2279 -3.5555 -8.9593 0.000
H 2.6934 -4.5141 -8.7211 0.000
C 2.7439 -2.3727 -8.4085 0.000
H 3.6357 -2.3976 -7.7753 0.000
H 2.0490 0.2344 -6.2322 0.000
Si -0.5062 -0.0844 -2.6515 -0.139
C -0.7496 -1.6254 -3.6509 -0.018
C -1.8100 -1.7224 -4.5684 0.003
H -2.4090 -0.8356 -4.7863 0.000
C -2.1375 -2.9550 -5.1418 -0.001
H -2.9678 -3.0105 -5.8388 0.000
C -1.4337 -4.1115 -4.8135 -0.001
H -1.7155 -5.0761 -5.2388 0.000
C -0.3883 -4.0236 -3.8926 0.003
H 0.1608 -4.9201 -3.6038 0.000
C -0.0500 -2.7977 -3.3084 0.006
H 0.7356 -2.7733 -2.5446 0.009
C -1.1456 1.4556 -3.4172 -0.007
C -2.3481 2.0570 -3.0212 0.003
H -2.9300 1.6366 -2.1990 0.000
C -2.8217 3.1818 -3.6998 -0.001
H -3.7668 3.6304 -3.4010 0.000
C -2.0994 3.7343 -4.7606 0.001
H -2.4782 4.6009 -5.3067 0.000
C -0.8821 3.1577 -5.1306 -0.001
H -0.2922 3.5922 -5.9374 0.000
C -0.4116 2.0146 -4.4771 0.004
H 0.5282 1.5596 -4.7963 0.002
H 4.0485 0.4423 -7.4947 0.000
Cl 1.6493 0.1409 -2.4718 -0.006
N 1.6608 1.0737 2.4752 0.004
C 2.3106 -0.1100 2.1123 0.029
C 3.1145 -0.7593 3.0444 -0.005
C 3.8175 -1.8958 2.6463 0.008
C 3.6739 -2.3200 1.3200 0.001
C 2.8170 -1.6627 0.4584 0.037
N 2.1261 -0.5461 0.8542 -0.025
C 1.5211 2.1802 1.6139 0.028
C 1.8608 3.4401 2.1033 -0.009
C 1.6914 4.5526 1.2876 0.015
C 1.1225 4.3498 0.0214 0.001
C 0.7518 3.0744 -0.3863 0.070
N 1.0446 1.9709 0.3700 -0.076
H 1.8570 1.3510 3.4336 0.000
H 3.1287 -0.3616 4.0535 0.000
H 4.4298 -2.4461 3.3503 0.001
H 4.2122 -3.1880 0.9486 0.000
H 2.6370 -1.9722 -0.5689 -0.011
H 2.2620 3.4868 3.1151 0.000
H 1.9779 5.5474 1.6336 0.001
H 0.9441 5.1820 -0.6522 0.000
H 0.2139 2.8884 -1.3185 -0.021

=====

It is found that the electronic energy values, taken in the order of the records, are -228.543831 -381.158760 -1229.350967 -3655.050288 hartree.